1.
Entry from the Open Molecules 2025 dataset: a cluster of 2 separate species, C6H10O in total (wB97M-V/def2-TZVPD).

Last columns: bonded neighbours and bond lengths (Å).
CARTESIAN COORDINATES (ANGSTROEM)
1 C 0.096 -0.778 -0.410  C2 1.334, C5 1.513, H6 1.086
2 C -0.889 -0.809 0.489  C1 1.334, C3 1.511, H7 1.086
3 C -1.824 0.369 0.347  C2 1.511, C4 1.547, H8 1.096, H9 1.100
4 C -1.415 0.985 -1.012  C3 1.547, C5 1.547, H10 1.095, H11 1.094
5 C -0.002 0.433 -1.312  C1 1.513, C4 1.547, H12 1.098, H13 1.097
6 H 0.913 -1.493 -0.455  C1 1.086
7 H -1.005 -1.567 1.259  C2 1.086
8 H -2.881 0.077 0.371  C3 1.096
9 H -1.678 1.076 1.177  C3 1.100
10 H -2.109 0.641 -1.787  C4 1.095
11 H -1.448 2.079 -1.006  C4 1.094
12 H 0.783 1.163 -1.072  C5 1.098
13 H 0.130 0.182 -2.371  C5 1.097
14 C 2.832 -0.581 1.451  O15 1.203, H16 1.108, H17 1.107
15 O 2.858 -1.712 1.042  C14 1.203
16 H 3.671 -0.147 2.030  C14 1.108
17 H 1.969 0.084 1.260  C14 1.107

Calculated values
**HOMO-LUMO gap**: 9.933 eV
**M**: 98.1 g/mol
**Max |F|**: 0.368 eV Å⁻¹
**Structure (SMILES)**: C1=CCCC1.C=O
**Energy relative to the best compared isomer or geometry (same formula, charge and spin)**: 24.33 kcal/mol
**HOMO energy**: -9.070 eV

2.
Entry from the Open Molecules 2025 dataset: a cluster of 2 separate species, C11H17N4 in total in a non-equilibrium geometry (wB97M-V/def2-TZVPD).

Last columns: bonded neighbours and bond lengths (Å).
CARTESIAN COORDINATES (ANGSTROEM)
1 C -1.830 -0.793 -0.841  N3 1.486, H11 1.158, H12 1.118, H13 1.138
2 C -2.139 -0.547 1.589  N3 1.337, N4 1.363, N5 1.466
3 N -2.215 -0.014 0.365  C1 1.486, C2 1.337, H6 1.062
4 N -1.141 -1.394 1.971  C2 1.363, H7 1.035, H8 1.064
5 N -3.264 -0.088 2.410  C2 1.466, H9 1.019, H10 1.081
6 H -2.765 0.879 0.195  N3 1.062
7 H -0.401 -1.714 1.322  N4 1.035
8 H -1.138 -1.785 2.961  N4 1.064
9 H -4.197 0.188 2.108  N5 1.019
10 H -3.313 -0.238 3.479  N5 1.081
11 H -1.551 -0.243 -1.821  C1 1.158
12 H -2.621 -1.556 -1.048  C1 1.118
13 H -0.959 -1.477 -0.580  C1 1.138
14 C 2.104 -0.545 -3.083  C17 1.440, H29 1.192, H30 1.122, H32 1.121
15 C 1.217 0.097 0.445  C16 1.400, C19 1.445, N23 1.413
16 C 1.374 0.580 -0.860  C15 1.400, C17 1.476, C21 1.423
17 C 2.015 -0.491 -1.646  C14 1.440, C16 1.476, C18 1.367
18 C 2.168 -1.525 -0.764  C17 1.367, N23 1.431, H26 1.063
19 C 0.896 1.018 1.512  C15 1.445, C20 1.372, H25 1.077
20 C 0.594 2.329 1.250  C19 1.372, C22 1.523, H27 1.113
21 C 1.044 1.922 -1.200  C16 1.423, C22 1.392, H28 1.133
22 C 0.626 2.796 -0.200  C20 1.523, C21 1.392, H31 1.018
23 N 1.589 -1.264 0.518  C15 1.413, C18 1.431, H24 1.148
24 H 1.979 -1.621 1.537  N23 1.148
25 H 0.959 0.705 2.541  C19 1.077
26 H 2.649 -2.473 -0.769  C18 1.063
27 H 0.478 3.170 1.971  C20 1.113
28 H 0.913 2.144 -2.303  C21 1.133
29 H 0.992 -0.695 -3.487  C14 1.192
30 H 2.708 -1.425 -3.429  C14 1.122
31 H 0.625 3.765 -0.513  C22 1.018
32 H 2.606 0.294 -3.630  C14 1.121

Calculated values
**Net charge**: +1
**HOMO-LUMO gap**: 8.339 eV
**M**: 205.3 g/mol
**Max |F|**: 4.843 eV Å⁻¹
**Energy relative to the best compared isomer or geometry (same formula, charge and spin)**: 61.61 kcal/mol
**HOMO energy**: -11.116 eV

3.
Entry from the Open Molecules 2025 dataset: a cluster of 2 separate species, ClH2NO in total in a non-equilibrium geometry (wB97M-V/def2-TZVPD).

Last columns: bonded neighbours and bond lengths (Å).
CARTESIAN COORDINATES (ANGSTROEM)
1 N 1.536 0.109 0.235  H4 1.043, H5 1.104
2 O -1.614 0.076 -0.495  Cl3 1.528
3 Cl -2.674 -0.560 -1.394  O2 1.528
4 H 1.943 0.859 0.836  N1 1.043
5 H 0.809 -0.484 0.818  N1 1.104

Calculated values
**HOMO-LUMO gap (spin up / spin down)**: 7.968 / 10.111 eV
**M**: 67.5 g/mol
**Max |F|**: 2.728 eV Å⁻¹
**Energy relative to the best compared isomer or geometry (same formula, charge and spin)**: 65.65 kcal/mol
**HOMO energy (spin up / spin down)**: -10.199 / -10.633 eV

Which value of max |F| does entry 1 give? 0.368 eV Å⁻¹

M of number 3 (ClH2NO)? 67.5 g/mol

Which of these has the highest M? C11H17N4